Density functional theory data (ωB97M-V/def2-TZVPD) for an isolated molecule of C2H6N2O.

## Properties
- SMILES string: NCNC=O
- Energy above the lowest of the compared OMol25 structures with the same formula, charge and spin: 72.44 kcal/mol
- E: -264.471879 Ha
- Molecular weight: 74.08 g/mol
- Max |F|: 5.2 eV Å⁻¹
- Orbital gap: 9.8 eV

XYZ file:
```
11
Properties=species:S:1:pos:R:3:lowdin_charge:R:1
N 1.632 0.356 -0.260 0.018
C 0.472 0.187 0.508 -0.368
N -0.439 -0.817 0.101 -0.015
C -1.635 -0.092 -0.236 -0.353
O -2.454 0.345 0.545 0.052
H 2.037 -0.439 -0.733 0.075
H 2.204 1.153 -0.025 0.080
H 0.636 0.158 1.592 0.110
H -0.411 1.102 0.298 0.158
H -0.100 -1.511 -0.549 0.112
H -1.943 -0.441 -1.242 0.132
```

***

Density functional theory data (ωB97M-V/def2-TZVPD) for an isolated ion of composition C5H11N2OSi2 and charge +1.

## Properties
- Energy above the lowest of the compared OMol25 structures with the same formula, charge and spin: 98.40 kcal/mol
- E: -960.452971 Ha
- Charge: +1
- Molecular weight: 171.33 g/mol
- Max |F|: 3.4 eV Å⁻¹
- Orbital gap (alpha / beta): 7.8 / 7.8 eV

XYZ file:
```
21
Properties=species:S:1:pos:R:3:lowdin_charge:R:1
C -2.579 0.771 -0.745 -0.003
C -2.306 -1.276 0.507 0.247
C -1.350 1.311 -0.917 -0.021
C -3.107 -0.362 -0.037 -0.431
C 0.067 -0.431 0.005 -0.048
N -0.107 0.679 -0.591 -0.008
N -4.462 -0.494 -0.107 0.126
O 3.039 -0.738 0.207 -0.547
Si 4.070 0.538 -0.005 0.619
Si 1.593 -1.357 0.518 0.503
H -3.313 1.426 -1.019 0.093
H -2.342 -2.347 0.830 0.093
H -1.106 2.187 -1.479 0.125
H 0.687 1.167 -1.074 0.155
H -5.103 0.242 -0.278 0.104
H -4.872 -1.415 0.182 0.149
H 4.826 0.060 -1.090 -0.063
H 4.702 0.446 1.250 -0.058
H 2.871 1.637 -0.212 -0.022
H 1.462 -1.339 1.889 -0.024
H 1.528 -2.621 -0.270 0.008
```

***

Density functional theory data (ωB97M-V/def2-TZVPD) for a 3-piece molecular cluster, C3H7NO2 overall.

## Properties
- Energy above the lowest of the compared OMol25 structures with the same formula, charge and spin: 89.82 kcal/mol
- Spin multiplicity: 2
- E: -323.589792 Ha
- Charge: -1
- Molecular weight: 89.09 g/mol
- Max |F|: 3.8 eV Å⁻¹
- ⟨S²⟩: 0.767
- Orbital gap (alpha / beta): 6.9 / 4.4 eV

XYZ file:
```
13
Properties=species:S:1:pos:R:3:mulliken_spin:R:1
C 0.864 1.260 -0.428 -0.001
N 2.117 1.468 -0.316 0.024
C -1.743 -1.153 0.415 0.622
C -1.963 0.169 -0.036 -0.010
O -1.811 0.805 -1.078 0.258
O 2.088 -1.089 0.293 0.005
H 0.392 0.488 0.192 0.008
H 0.315 1.624 -1.302 0.008
H 2.594 -1.905 0.312 -0.001
H 2.560 0.500 -0.112 0.004
H -0.899 -1.645 -0.069 0.038
H -2.064 -1.387 1.411 0.034
H -2.449 0.865 0.719 0.012
```

***

Density functional theory data (ωB97M-V/def2-TZVPD) for C32H41AgFN7O3SSi as an isolated structure.

## Properties
- Energy above the lowest of the compared OMol25 structures with the same formula, charge and spin: 16.35 kcal/mol
- E: -2787.517997 Ha
- Molecular weight: 758.75 g/mol
- Max |F|: 0.7 eV Å⁻¹
- Orbital gap: 3.2 eV

XYZ file:
```
87
Properties=species:S:1:pos:R:3:lowdin_charge:R:1
Ag -2.862 -0.851 -0.587 0.683
C -6.775 -1.011 0.195 -0.036
C -6.166 -2.013 -0.744 -0.341
C -6.907 -3.112 -1.164 -0.085
C -6.328 -3.988 -2.074 -0.105
C -5.061 -3.746 -2.551 -0.066
C -4.341 -2.611 -2.095 -0.471
N -4.925 -1.789 -1.179 0.069
N -3.101 -2.251 -2.483 -0.114
Si -2.322 -2.866 -3.862 0.367
C -1.515 -4.565 -3.572 -0.181
C -0.900 -1.707 -4.379 -0.180
C -3.438 -2.936 -5.401 -0.187
H -7.613 -0.510 -0.296 0.079
H -6.046 -0.267 0.492 0.040
H -7.164 -1.503 1.090 0.078
H -7.908 -3.268 -0.782 0.093
H -6.874 -4.862 -2.413 0.096
H -4.598 -4.426 -3.255 0.071
H -0.943 -4.527 -2.640 0.011
H -0.834 -4.857 -4.378 0.016
H -2.261 -5.354 -3.460 0.014
H 0.065 -2.100 -4.052 -0.025
H -1.035 -0.704 -3.969 0.018
H -0.861 -1.620 -5.468 0.021
H -4.225 -3.688 -5.327 0.008
H -2.866 -3.135 -6.312 0.016
H -3.928 -1.965 -5.519 0.029
C -1.107 3.914 5.175 -0.066
C -1.177 4.521 3.775 -0.202
N -1.181 3.517 2.721 -0.050
C -2.394 2.977 2.345 0.030
C -2.556 2.066 1.368 -0.024
C -3.934 1.381 1.263 -0.662
O -4.929 2.106 1.330 0.003
O -3.847 0.126 1.225 -0.102
C -1.421 1.651 0.583 -0.304
O -1.484 1.002 -0.464 -0.037
C -0.123 2.077 1.117 -0.030
C 1.044 1.541 0.577 0.094
C 2.265 1.898 1.078 -0.198
F 3.393 1.393 0.512 0.051
C 2.385 2.770 2.153 -0.174
C 1.232 3.315 2.696 0.055
C -0.033 2.995 2.187 -0.128
N 3.637 3.121 2.749 -0.101
C 4.169 4.417 2.380 -0.141
C 5.163 4.864 3.442 -0.090
N 6.229 3.814 3.563 0.057
C 5.646 2.472 3.903 -0.086
C 4.667 2.102 2.799 -0.153
H -1.071 4.705 5.925 0.075
H -0.223 3.284 5.283 0.068
H -1.988 3.300 5.360 0.082
H -0.346 5.208 3.609 0.109
H -2.096 5.096 3.670 0.123
H -3.256 3.330 2.898 0.146
H 0.965 0.834 -0.240 0.115
H 1.347 3.951 3.563 0.110
H 3.354 5.137 2.328 0.140
H 4.669 4.403 1.395 0.142
H 4.673 4.951 4.409 0.140
H 5.633 5.811 3.181 0.137
H 6.932 4.089 4.245 0.182
H 6.690 3.727 2.654 0.181
H 5.129 2.562 4.856 0.141
H 6.456 1.749 3.987 0.138
H 4.212 1.140 3.023 0.151
H 5.219 1.997 1.851 0.131
N 0.443 -1.165 -1.554 0.111
C 0.578 -2.172 -0.687 -0.898
S -0.579 -2.501 0.473 0.622
N 1.713 -2.937 -0.712 0.043
C 2.795 -3.015 -1.593 -0.226
C 2.765 -2.615 -2.929 -0.026
C 3.895 -2.739 -3.723 -0.079
C 5.067 -3.278 -3.218 -0.104
C 5.095 -3.709 -1.898 -0.095
C 3.978 -3.576 -1.097 -0.035
H -0.443 -0.676 -1.559 0.049
H 1.085 -1.025 -2.312 0.076
H 1.753 -3.550 0.086 0.103
H 1.854 -2.267 -3.394 0.072
H 3.848 -2.422 -4.757 0.107
H 5.939 -3.381 -3.851 0.098
H 5.998 -4.147 -1.494 0.101
H 4.006 -3.911 -0.066 0.110
```

***

Density functional theory data (ωB97M-V/def2-TZVPD) for a 5-piece molecular cluster, C14H42N3O6 overall.

## Properties
- Energy above the lowest of the compared OMol25 structures with the same formula, charge and spin: 88.26 kcal/mol
- E: -1173.902639 Ha
- Charge: +1
- Molecular weight: 348.50 g/mol
- Max |F|: 3.1 eV Å⁻¹
- Orbital gap: 8.4 eV

XYZ file:
```
65
Properties=species:S:1:pos:R:3:lowdin_charge:R:1
O 0.624 -8.221 13.410 0.377
H 0.033 -7.699 13.959 0.164
H 1.009 -8.898 13.972 0.165
H 1.325 -7.677 13.045 0.162
C 1.073 -12.165 17.953 -0.071
C 0.999 -10.673 17.612 -0.440
C 1.405 -9.899 18.854 -0.208
O 1.581 -8.530 18.585 -0.188
C 1.584 -7.591 19.617 -0.112
N 1.874 -10.431 16.471 0.034
H 0.435 -12.481 18.778 0.081
H 2.076 -12.505 18.212 0.084
H 0.759 -12.763 17.098 0.074
H -0.006 -10.427 17.268 0.133
H 2.372 -10.280 19.183 0.134
H 0.577 -10.126 19.526 0.133
H 2.609 -7.489 19.973 0.088
H 0.843 -7.736 20.404 0.092
H 1.397 -6.592 19.224 0.079
H 1.994 -11.288 15.949 0.060
H 2.772 -10.215 16.879 0.073
C 3.475 -5.027 9.695 -0.074
C 3.389 -6.327 10.471 -0.436
C 4.575 -7.232 10.343 -0.176
O 4.319 -8.605 10.844 -0.211
C 5.309 -9.554 10.550 -0.119
N 3.361 -5.827 11.864 0.016
H 4.317 -4.416 10.020 0.091
H 2.489 -4.583 9.833 0.082
H 3.495 -5.255 8.629 0.082
H 2.488 -6.832 10.122 0.142
H 5.510 -6.833 10.734 0.129
H 4.801 -7.272 9.277 0.123
H 6.252 -9.152 10.918 0.088
H 5.412 -9.806 9.494 0.087
H 4.888 -10.402 11.090 0.090
H 4.249 -5.413 12.107 0.073
H 2.657 -5.112 11.983 0.059
C -1.488 -13.330 11.058 -0.043
C -0.032 -13.075 11.715 -0.380
C 0.982 -14.276 11.757 -0.199
O 2.045 -13.908 12.657 -0.210
C 2.559 -15.068 13.386 -0.082
N 0.587 -11.968 10.967 0.011
H -2.101 -12.433 11.145 0.064
H -1.960 -14.172 11.565 0.065
H -1.411 -13.528 9.989 0.066
H -0.165 -12.774 12.754 0.118
H 1.406 -14.383 10.759 0.119
H 0.505 -15.241 11.929 0.117
H 2.991 -15.767 12.670 0.087
H 1.755 -15.608 13.885 0.078
H 3.235 -14.849 14.213 0.082
H 1.551 -12.023 11.262 0.048
H 0.665 -12.163 9.979 0.066
C -2.797 -5.868 15.398 -0.218
C -1.709 -5.153 16.216 -0.259
O -0.486 -5.336 15.576 -0.065
O -2.578 -7.301 15.479 -0.077
H -2.804 -5.550 14.355 0.112
H -3.807 -5.572 15.679 0.121
H -1.760 -5.511 17.244 0.122
H -1.932 -4.086 16.241 0.122
H 0.135 -4.711 15.957 0.093
H -3.457 -7.638 15.667 0.080
```

***

Density functional theory data (ωB97M-V/def2-TZVPD) for an isolated molecule of C20H28N4O4S.

## Properties
- SMILES string: COc1ccc(S(=O)(=O)NC[C@@H](c2cccnc2)N2CCN(C)CC2)cc1OC
- Energy above the lowest of the compared OMol25 structures with the same formula, charge and spin: 103.08 kcal/mol
- E: -1697.027403 Ha
- Molecular weight: 420.53 g/mol
- Max |F|: 1.0 eV Å⁻¹
- Orbital gap: 9.2 eV

XYZ file:
```
57
Properties=species:S:1:pos:R:3:lowdin_charge:R:1
C -7.578 0.095 0.483 -0.075
O -6.309 -0.503 0.602 -0.054
C -5.212 0.240 0.327 -0.190
C -5.227 1.566 -0.077 0.001
C -4.037 2.239 -0.330 -0.057
C -2.845 1.575 -0.173 -0.286
S -1.307 2.422 -0.457 0.675
O -1.570 3.691 -1.078 -0.292
O -0.518 2.410 0.741 -0.282
N -0.589 1.392 -1.590 -0.127
C 0.846 1.165 -1.496 -0.176
C 1.184 0.237 -0.309 -0.276
C 0.811 -1.208 -0.543 -0.155
C 1.386 -2.198 0.251 -0.016
C 1.036 -3.522 0.052 -0.052
C 0.107 -3.815 -0.934 -0.165
N -0.462 -2.885 -1.682 0.056
C -0.118 -1.621 -1.493 -0.116
N 2.573 0.304 0.109 -0.146
C 2.956 1.511 0.811 -0.161
C 4.304 1.270 1.483 -0.187
N 5.302 0.955 0.477 -0.231
C 6.620 0.810 1.052 -0.105
C 4.900 -0.229 -0.258 -0.188
C 3.547 0.011 -0.922 -0.165
C -2.796 0.248 0.226 0.012
C -3.972 -0.436 0.478 -0.183
O -4.059 -1.727 0.872 -0.052
C -2.869 -2.472 0.990 -0.060
H -8.292 -0.680 0.756 0.096
H -7.688 0.944 1.165 0.098
H -7.774 0.423 -0.542 0.098
H -6.160 2.091 -0.199 0.107
H -4.029 3.269 -0.645 0.112
H -0.860 1.735 -2.501 0.112
H 1.375 2.115 -1.347 0.120
H 1.184 0.717 -2.434 0.131
H 0.593 0.600 0.541 0.126
H 2.104 -1.914 1.004 0.115
H 1.473 -4.309 0.649 0.101
H -0.204 -4.832 -1.136 0.103
H -0.626 -0.907 -2.124 0.105
H 2.196 1.747 1.558 0.127
H 3.057 2.374 0.133 0.125
H 4.617 2.173 2.012 0.121
H 4.201 0.450 2.217 0.126
H 6.893 1.738 1.553 0.083
H 6.679 -0.013 1.783 0.087
H 7.338 0.620 0.256 0.082
H 5.653 -0.437 -1.022 0.121
H 4.823 -1.110 0.406 0.125
H 3.239 -0.885 -1.465 0.127
H 3.655 0.843 -1.638 0.128
H -1.832 -0.221 0.324 0.098
H -3.179 -3.464 1.314 0.099
H -2.195 -2.041 1.737 0.102
H -2.348 -2.550 0.031 0.078
```